ORCA calculation (ωB97M-V/def2-TZVPD) on a cluster of 5 separate species, C3H14NO4 in total.

For the energy above the lowest of the compared OMol25 structures with the same formula, charge and spin, the calculation gives 2.127 eV. As for the maximum force: 1.89 eV Å⁻¹. Its gap between HOMO and LUMO is 10.1 eV. As for the total charge: +1.

XYZ file:
```
22
Properties=species:S:1:pos:R:3:forces:R:3:nbo_charge:R:1
C 1.623953 -0.152092 -0.366754 0.586 -1.004 -1.488 -0.03
C 2.478031 -1.104086 -0.745013 0.869 0.708 -0.437 -0.38
C -0.283827 -1.133353 -1.476231 0.608 0.508 0.440 0.15
N 0.228852 -0.455153 -0.521446 -0.997 -0.148 1.108 -0.44
H 1.863394 0.900030 -0.169371 -0.267 -0.720 0.272 0.26
H 2.179540 -2.095429 -1.085633 -0.154 0.187 0.420 0.21
H 3.548891 -0.904119 -0.898007 -0.584 0.041 0.494 0.24
H -1.349746 -1.241487 -1.645808 0.163 -0.097 0.520 0.24
H 0.421488 -1.580213 -2.152641 -0.120 -0.122 -0.412 0.21
H -0.358270 -0.012321 0.201618 0.106 0.152 -0.333 0.49
H -0.173945 2.671543 1.104489 -0.115 -0.116 -0.016 0.49
H -1.524732 1.919376 1.114136 0.368 -0.056 0.101 0.50
O -0.595791 1.845779 0.838259 -0.402 0.160 0.025 -0.98
H 0.587163 0.811791 -3.106158 -0.345 0.139 0.048 0.49
H -0.798216 1.449832 -3.272961 0.026 -0.117 0.024 0.50
O -0.307177 0.820882 -2.725841 0.288 0.501 -0.766 -0.95
H -3.623549 -0.060769 1.331767 -0.376 -0.564 0.033 0.48
H -2.917454 -0.771212 2.572104 -0.358 0.103 -0.445 0.49
O -3.049605 0.052902 2.085526 0.754 0.535 0.277 -0.97
H 1.421093 -1.278828 2.275657 0.174 -0.038 0.329 0.48
H 0.953342 -0.032749 3.081400 0.063 -0.128 0.098 0.49
O 0.880134 -0.487774 2.238400 -0.286 0.076 -0.292 -0.96
```
Forces are in eV/Å.